Record 1
Molecular formula: C48H45AuCl2GeNOS5Te
Method: DFT, ωB97M-V with the def2-TZVPD basis set

## Properties
2S+1 = 4
Orbital gap (alpha / beta) = 2.2 / 5.4 eV
Expectation value of S² = 3.781
HOMO (alpha / beta) = 1.614 / -2.418 eV
LUMO (alpha / beta) = 3.8 / 3.0 eV
Total charge = -2

Last column: Löwdin spin population.
Atoms and positions in Å:
Au1 -0.8049 -0.0301 0.4799  0.41
S1 5.0608 -0.0990 4.8896  0.00
C1 3.7818 0.2963 3.9024  0.00
S2 2.0963 0.0634 4.3564  0.01
C2 1.3871 0.6042 2.8199  0.03
C3 2.2734 0.8127 1.8191  0.03
S3 2.0642 1.1841 0.1256  0.06
S4 3.9772 0.5248 2.1628  0.00
S5 -0.3203 0.7641 2.8335  0.29
Cl1 -3.1853 1.3696 -1.0250  0.03
C4 -4.1670 0.2412 -0.0771  0.00
Cl2 -5.5362 1.0525 0.6592  0.00
H1 -3.5328 -0.1905 0.6982  0.00
H2 -4.5525 -0.5224 -0.7498  0.00
C5 0.3571 1.5546 -0.2442  0.14
Ge1 -0.0460 3.5074 0.0256  0.02
C6 -1.4329 3.9623 1.3749  0.00
C7 -1.0888 3.8547 2.7200  0.00
C8 -1.9823 4.2022 3.7142  0.00
C9 -3.2315 4.6955 3.3796  0.00
C10 -3.5934 4.7926 2.0465  0.00
C11 -2.7090 4.4074 1.0544  0.00
C12 1.5997 4.4745 0.6158  0.00
C13 2.7994 4.3191 -0.0725  0.00
C14 3.9257 5.0372 0.2808  0.00
C15 3.8841 5.9272 1.3412  0.00
C16 2.6958 6.0970 2.0331  0.00
C17 1.5673 5.3896 1.6622  0.00
C18 -0.3787 4.2300 -1.8100  0.00
C19 0.3579 3.6882 -2.8658  0.00
C20 0.2562 4.1792 -4.1498  0.00
C21 -0.5927 5.2419 -4.4241  0.00
C22 -1.3226 5.8054 -3.3853  0.00
C23 -1.2076 5.3128 -2.0991  0.00
H3 0.3319 1.3985 -1.3269  0.02
H4 -0.1123 3.4810 2.9899  0.00
H5 -1.7007 4.0874 4.7511  0.00
H6 -3.9248 4.9927 4.1556  0.00
H7 -4.5717 5.1710 1.7787  0.00
H8 -3.0146 4.4507 0.0173  0.00
H9 2.8560 3.6166 -0.8916  0.00
H10 4.8437 4.9002 -0.2740  0.00
H11 4.7683 6.4832 1.6267  0.00
H12 2.6468 6.7850 2.8682  0.00
H13 0.6407 5.5499 2.1973  0.00
H14 1.0258 2.8606 -2.6701  0.00
H15 0.8389 3.7387 -4.9482  0.00
H16 -0.6785 5.6269 -5.4321  0.00
H17 -1.9813 6.6399 -3.5941  0.00
H18 -1.7697 5.7810 -1.3013  0.00
C24 7.5662 -3.8910 -3.8340  0.00
C25 6.2257 -3.5729 -3.2352  0.00
C26 5.1190 -4.3775 -3.4438  0.00
C27 3.8932 -4.0629 -2.8743  0.00
C28 2.7321 -4.9813 -3.1026  0.01
C29 3.7271 -2.9228 -2.0834  0.04
Te1 1.7764 -2.4568 -0.9964  0.13
N1 -0.2583 -2.1802 -0.1179  0.63
C30 -1.2899 -2.6177 0.5158  0.19
O1 -2.1559 -1.7521 0.9329  0.16
C31 -1.5266 -4.0471 0.7822  0.18
C32 -0.4597 -4.9438 0.8643  0.10
C33 -0.6891 -6.2792 1.1139  0.04
C34 -1.9877 -6.7459 1.2894  0.19
C35 -3.0537 -5.8557 1.2207  0.05
C36 -2.8270 -4.5182 0.9743  0.10
C37 0.7411 -2.2928 -2.8530  0.01
C38 -0.2312 -3.2099 -3.2405  0.00
C39 -0.5693 -4.4268 -2.4423  0.00
C40 -0.9303 -3.0255 -4.4288  0.00
C41 -0.7052 -1.9291 -5.2392  0.00
C42 -1.4986 -1.7070 -6.4970  0.00
C43 0.2757 -1.0285 -4.8489  0.00
C44 1.0038 -1.1996 -3.6806  0.00
C45 2.0810 -0.2190 -3.3473  0.00
C46 4.8548 -2.1254 -1.8551  0.01
C47 4.8165 -0.8944 -0.9984  0.00
C48 6.0732 -2.4522 -2.4378  0.00
H19 7.5368 -4.8361 -4.3727  0.00
H20 8.3225 -3.9557 -3.0508  0.00
H21 7.8680 -3.1045 -4.5279  0.00
H22 5.2190 -5.2724 -4.0499  0.00
H23 3.0543 -5.9217 -3.5508  0.00
H24 2.0045 -4.5038 -3.7589  0.00
H25 2.2454 -5.1886 -2.1492  0.00
H26 0.5473 -4.5609 0.7488  0.01
H27 0.1451 -6.9654 1.1865  0.00
H28 -2.1667 -7.7950 1.4893  0.02
H29 -4.0640 -6.2150 1.3743  0.00
H30 -3.6418 -3.8093 0.9304  0.01
H31 0.1498 -4.5587 -1.6395  0.00
H32 -0.5741 -5.3122 -3.0800  0.00
H33 -1.5550 -4.3213 -1.9909  0.00
H34 -1.6712 -3.7636 -4.7136  0.00
H35 -2.1456 -2.5576 -6.7064  0.00
H36 -0.8391 -1.5558 -7.3522  0.00
H37 -2.1241 -0.8190 -6.3954  0.00
H38 0.4719 -0.1677 -5.4754  0.00
H39 1.9848 0.6862 -3.9452  0.00
H40 3.0586 -0.6635 -3.5377  0.00
H41 2.0482 0.0444 -2.2908  0.00
H42 3.9027 -0.8356 -0.4138  0.00
H43 4.8812 0.0056 -1.6105  0.00
H44 5.6619 -0.8823 -0.3123  0.00
H45 6.9324 -1.8173 -2.2567  0.00

Cartesian forces, eV/Å:
-0.09 0.65 0.27
-0.36 0.49 -0.19
-0.11 -1.37 -0.38
1.00 0.76 -0.73
0.23 -0.06 0.14
0.01 -0.07 -0.24
0.28 -0.01 0.00
-0.48 0.35 1.33
-0.37 -0.27 -0.05
-0.12 0.17 -0.30
0.31 -0.38 -0.06
-0.49 0.29 0.27
-0.20 -0.02 -0.21
0.18 0.08 0.13
-0.01 0.62 0.39
0.10 -0.41 0.13
0.43 -0.12 -0.54
0.18 0.01 -0.11
-0.03 0.07 0.17
-0.09 0.00 0.02
-0.27 0.10 0.05
0.13 0.01 -0.23
-0.49 -0.09 -0.14
-0.14 -0.08 -0.14
0.22 0.06 -0.08
-0.04 0.04 0.10
0.22 0.23 0.14
-0.27 -0.12 -0.01
0.02 -0.04 0.33
-0.03 -0.20 0.47
-0.04 0.19 -0.42
-0.01 -0.04 0.18
-0.02 0.17 -0.43
-0.01 -0.13 0.36
-0.02 -0.06 -0.04
0.02 0.02 0.07
0.03 0.00 0.09
-0.05 -0.01 0.03
-0.06 -0.05 -0.02
-0.08 0.03 -0.03
0.06 0.03 -0.08
0.08 -0.03 -0.03
0.02 -0.01 0.01
0.00 0.04 0.01
0.03 0.06 0.05
0.09 -0.11 -0.07
0.04 -0.06 -0.01
-0.02 0.02 -0.01
-0.03 0.02 0.06
-0.05 0.05 0.02
-0.07 0.05 0.03
0.07 0.08 0.00
0.14 0.02 -0.03
-0.22 -0.16 -0.02
0.05 -0.08 -0.02
-0.22 0.14 0.15
0.80 -0.27 -0.30
1.03 0.68 -0.47
-1.10 -4.16 0.86
-0.59 1.76 0.08
0.52 2.85 -0.58
0.97 -1.16 0.04
0.67 0.67 -0.15
-0.18 -1.29 0.20
-0.44 0.92 -0.08
-1.24 -0.68 0.41
0.13 0.04 0.06
-0.13 -0.30 0.05
0.06 0.03 0.11
0.04 0.20 -0.13
0.00 -0.08 0.00
0.05 0.03 0.07
-0.09 0.00 -0.09
0.03 0.11 -0.11
0.07 0.18 -0.03
-0.08 -0.02 -0.08
-0.01 0.07 0.15
0.05 -0.09 -0.06
0.06 -0.07 -0.05
0.11 -0.04 -0.04
0.09 -0.02 -0.05
-0.03 -0.05 -0.02
-0.02 -0.05 -0.04
-0.12 -0.10 0.01
-0.12 -0.08 -0.08
0.04 -0.15 0.02
0.12 -0.04 0.02
-0.01 -0.08 0.01
-0.12 0.01 -0.03
-0.14 0.01 0.03
-0.18 -0.23 0.05
0.00 -0.06 -0.01
-0.02 -0.05 0.14
-0.08 -0.04 -0.01
-0.03 -0.02 -0.02
0.00 0.02 -0.08
-0.06 0.03 -0.07
0.07 0.15 -0.05
0.01 0.09 -0.10
0.11 0.04 0.04
0.09 0.04 0.03
0.04 0.05 -0.04
-0.05 0.13 -0.05
0.10 0.02 0.08
0.12 0.10 0.06

***

Record 2
Molecular formula: C48H45BrCl3N8O5PS2Se2Si2Ta
Method: DFT, ωB97M-V with the def2-TZVPD basis set

## Properties
Orbital gap = 6.9 eV
HOMO = -5.435 eV
LUMO = 1.5 eV
Total charge = -1

Last column: Löwdin charge in e.
Atoms and positions in Å:
Ta1 0.8302 1.2022 0.2805  0.90
C1 -1.4578 -6.1679 -4.7043  -0.09
N1 -0.9712 -4.7952 -4.6685  -0.13
C2 -0.8675 -3.9530 -3.6310  -0.15
N2 -0.6221 -2.7306 -4.0520  0.09
C3 -0.5943 -2.8844 -5.4028  -0.23
N3 -0.8214 -4.1071 -5.8258  0.09
C4 -2.7924 -6.2811 -4.0146  -0.20
C5 -3.9646 -6.0070 -4.7107  -0.02
C6 -5.1788 -5.9274 -4.0410  -0.06
C7 -5.2286 -6.0880 -2.6667  -0.01
C8 -4.0591 -6.3721 -1.9673  -0.13
C9 -2.8513 -6.4817 -2.6434  0.02
C10 -4.1077 -6.4874 -0.5109  -0.30
N4 -5.1188 -6.7603 0.2340  0.12
N5 -4.6447 -6.7591 1.5459  0.12
C11 -3.3941 -6.4659 1.4719  -0.29
O1 -2.9751 -6.2774 0.1992  0.13
C12 -2.4299 -6.3536 2.5677  -0.13
C13 -2.8351 -6.7261 3.8484  -0.02
C14 -1.9319 -6.6524 4.8945  -0.06
C15 -0.6380 -6.2010 4.6635  -0.03
C16 -0.2420 -5.8116 3.3901  -0.19
C17 1.1713 -5.3375 3.1636  -0.08
N6 1.2538 -4.3569 2.1099  -0.15
C18 0.7800 -3.1027 2.0984  -0.21
N7 0.9788 -2.5474 0.9321  -0.01
C19 1.5766 -3.5351 0.2229  -0.22
N8 1.7614 -4.6593 0.8894  0.10
C20 -1.1434 -5.8915 2.3406  0.04
H1 -0.7215 -6.8237 -4.2368  0.13
H2 -1.5348 -6.4053 -5.7626  0.12
H3 -0.9682 -4.2525 -2.6005  0.12
H4 -0.4085 -2.0713 -6.0835  0.10
H5 -3.9214 -5.8365 -5.7796  0.12
H6 -6.0859 -5.7147 -4.5906  0.11
H7 -6.1564 -5.9842 -2.1219  0.12
H8 -1.9488 -6.7194 -2.0916  0.13
H9 -3.8470 -7.0735 4.0008  0.11
H10 -2.2347 -6.9423 5.8919  0.10
H11 0.0642 -6.1270 5.4858  0.11
H12 1.8187 -6.1653 2.8730  0.13
H13 1.5673 -4.9083 4.0854  0.13
H14 0.3351 -2.6294 2.9603  0.12
H15 1.9011 -3.4126 -0.7975  0.11
H16 -0.8427 -5.5855 1.3455  0.12
Se1 1.8346 2.9202 1.9445  0.36
P1 2.3355 2.1117 3.9523  0.18
Se2 2.5128 0.0540 4.4420  0.21
C21 3.8704 3.0279 4.3013  -0.42
C22 5.0955 2.3745 4.2747  -0.10
C23 6.2725 3.1076 4.3438  -0.08
C24 6.2289 4.4899 4.4440  -0.09
C25 5.0042 5.1453 4.4832  -0.09
C26 3.8284 4.4178 4.4046  -0.11
C27 1.1071 2.8932 5.0520  -0.42
C28 1.3524 2.8620 6.4265  -0.11
C29 0.3871 3.2959 7.3158  -0.09
C30 -0.8419 3.7471 6.8438  -0.09
C31 -1.0911 3.7732 5.4831  -0.07
C32 -0.1191 3.3484 4.5826  -0.11
H17 5.1139 1.2945 4.1960  0.07
H18 7.2259 2.5964 4.3012  0.10
H19 7.1485 5.0599 4.4867  0.10
H20 4.9672 6.2247 4.5578  0.10
H21 2.8718 4.9274 4.4150  0.11
H22 2.2963 2.4749 6.7925  0.10
H23 0.5815 3.2622 8.3804  0.10
H24 -1.6059 4.0646 7.5423  0.10
H25 -2.0495 4.1088 5.1086  0.10
H26 -0.3234 3.3651 3.5197  0.01
Br1 -1.2255 2.9743 0.7914  0.10
O2 2.9007 1.6937 -0.7068  -0.52
S1 2.9533 0.2031 -0.7017  0.11
O3 3.9588 -0.4177 -1.4991  -0.31
O4 1.5113 -0.1974 -1.0962  -0.56
S2 2.8405 -0.1370 1.2496  0.29
C33 1.4219 4.7079 -4.6420  -0.09
C34 1.5664 3.3799 -3.8806  -0.59
C35 1.1911 2.2258 -4.8213  -0.09
C36 3.0393 3.2278 -3.4857  -0.08
Si1 0.3701 3.4171 -2.4099  0.54
O5 0.5089 2.1767 -1.3212  -0.56
C37 -1.3922 3.3137 -3.0533  -0.21
C38 -2.0018 4.3002 -3.8373  -0.11
C39 -3.3150 4.1756 -4.2680  -0.09
C40 -4.0593 3.0587 -3.9132  -0.10
C41 -3.4816 2.0718 -3.1289  -0.08
C42 -2.1630 2.1992 -2.7152  -0.10
C43 0.6505 5.0019 -1.4547  -0.24
C44 -0.2791 6.0389 -1.3699  -0.09
C45 -0.0185 7.1756 -0.6175  -0.09
C46 1.1766 7.2912 0.0796  -0.10
C47 2.1049 6.2624 0.0266  -0.09
C48 1.8429 5.1331 -0.7367  -0.13
H27 2.1704 4.7423 -5.4407  0.08
H28 1.5775 5.5728 -3.9945  0.08
H29 0.4411 4.8076 -5.1104  0.06
H30 1.8054 2.2737 -5.7276  0.08
H31 0.1426 2.2651 -5.1225  0.07
H32 1.3709 1.2563 -4.3504  0.09
H33 3.6395 3.1044 -4.3945  0.08
H34 3.2154 2.3688 -2.8444  0.05
H35 3.4076 4.1125 -2.9619  0.08
H36 -1.4532 5.1938 -4.1105  0.09
H37 -3.7632 4.9588 -4.8672  0.10
H38 -5.0875 2.9641 -4.2407  0.10
H39 -4.0527 1.2051 -2.8218  0.10
H40 -1.7296 1.4232 -2.0992  0.04
H41 -1.2344 5.9497 -1.8720  0.09
H42 -0.7555 7.9674 -0.5641  0.10
H43 1.3740 8.1719 0.6784  0.09
H44 3.0288 6.3295 0.5877  0.10
H45 2.5779 4.3350 -0.7576  0.08
Cl1 -0.3988 0.1364 2.1957  0.07
Si2 -1.4791 -0.2850 0.1344  -0.31
Cl2 -2.0030 -2.3193 0.4141  0.16
Cl3 -3.3973 0.4122 0.5953  0.12

Cartesian forces, eV/Å:
-1.59 1.58 -0.87
0.13 -0.14 0.07
-0.30 0.00 -0.23
0.11 0.28 0.05
0.11 -0.08 -0.10
-0.05 0.08 0.21
0.05 -0.10 0.03
-0.08 0.30 -0.02
-0.03 -0.05 0.03
0.04 -0.03 -0.02
0.03 -0.06 -0.03
-0.08 0.14 0.05
0.07 -0.11 0.02
-0.11 0.02 -0.23
0.06 -0.12 0.19
-0.10 0.11 -0.25
0.18 -0.02 0.31
0.02 -0.08 0.00
-0.25 -0.06 0.03
0.10 -0.04 0.03
0.00 0.00 -0.09
-0.09 0.06 -0.02
0.04 -0.18 0.22
0.02 0.05 0.01
0.12 -0.04 -0.21
0.14 0.15 0.25
-0.06 -0.19 -0.31
0.01 -0.01 0.12
-0.04 0.02 0.06
0.04 0.03 -0.13
0.00 -0.02 -0.04
0.05 -0.11 0.03
-0.03 -0.03 0.03
0.00 0.03 -0.03
0.00 0.02 -0.01
0.00 0.02 0.00
-0.02 -0.02 0.00
0.01 0.09 0.01
-0.02 0.00 0.01
0.00 0.01 0.00
0.00 -0.01 0.00
-0.01 0.04 -0.03
0.03 0.00 -0.02
-0.03 0.00 0.00
-0.01 -0.01 -0.04
-0.01 0.01 0.01
0.42 0.59 0.37
0.04 -0.02 0.25
-0.05 0.09 -0.01
0.04 0.08 -0.21
0.00 0.01 0.05
0.00 -0.02 0.00
-0.01 0.01 0.01
0.03 -0.01 0.00
-0.04 -0.02 0.06
-0.19 -0.20 0.03
0.07 0.03 -0.07
-0.02 0.01 0.02
0.03 -0.01 0.03
0.02 -0.01 -0.05
0.03 0.03 0.05
0.00 0.00 -0.04
0.00 -0.01 0.03
0.01 0.00 0.01
-0.01 0.00 0.01
0.00 0.01 -0.02
0.00 0.00 0.01
0.01 0.02 0.00
0.00 0.02 0.01
0.00 0.01 -0.01
-0.03 -0.02 -0.03
0.02 -0.23 0.05
-0.21 -0.32 -0.09
0.90 -0.81 -0.27
-0.01 0.04 -0.05
0.53 -0.10 -0.02
0.37 -0.22 0.19
-0.10 -0.05 -0.03
0.06 -0.18 -0.10
0.03 -0.06 0.07
-0.01 0.03 0.04
-0.27 0.04 0.29
0.33 0.14 -0.22
-0.11 0.01 -0.02
0.05 -0.03 0.02
-0.02 -0.02 0.04
-0.01 -0.01 0.00
0.06 -0.01 -0.03
-0.06 0.07 -0.03
0.07 0.04 0.13
0.02 0.00 0.01
0.03 0.00 -0.01
-0.03 -0.01 0.01
0.01 0.00 -0.02
0.03 0.04 -0.06
0.00 0.01 -0.02
0.05 0.01 0.01
-0.01 -0.01 -0.02
0.01 -0.01 0.00
-0.02 0.02 -0.01
-0.02 -0.01 0.02
0.01 0.05 -0.01
-0.01 -0.03 -0.04
0.00 0.02 0.01
0.02 0.01 -0.01
0.00 0.00 -0.02
0.00 0.00 0.01
-0.03 -0.02 -0.03
0.05 0.00 0.02
-0.01 0.00 -0.01
-0.02 0.00 0.01
0.00 0.01 0.00
0.01 0.00 0.01
0.00 -0.02 0.02
-0.20 -0.49 0.06
-0.59 -0.21 1.17
0.21 0.14 -0.40
0.09 0.04 -0.33

***

So what do the calculations give for ΔE to the lowest compared entry with this formula, charge and spin? Going down the list: 2.885, 0.207 eV.